The following is a quantum chemistry calculation of a molecular structure, C10H21N2O7P2PdS2, from the OMol25 dataset.

The geometry in XYZ format:
```
45
Properties=species:S:1:pos:R:3:lowdin_charge:R:1
Pd -0.3867 0.5914 -0.2725 0.399
C 1.1267 -3.3802 2.0223 -0.080
C 0.9111 -2.0301 1.3556 -0.604
O -0.3614 -2.0325 0.7052 -0.122
P 2.2399 -1.6709 0.1251 0.471
O 3.4588 -1.1759 0.9912 -0.147
O 2.7508 -3.0946 -0.4441 -0.131
O 1.8281 -0.7934 -1.0028 -0.305
P 1.0336 -0.6563 2.6062 0.335
O -0.1527 -1.0188 3.6462 -0.134
O 2.3690 -0.8525 3.2611 -0.303
O 0.7170 0.6533 1.9266 -0.339
H 1.0673 -4.1800 1.2838 0.076
H 0.3525 -3.5263 2.7773 0.080
H 2.0988 -3.4151 2.5141 0.084
H -0.3643 -1.1154 0.2345 -0.014
H 3.2001 -1.0180 1.9531 0.012
H 2.4469 -3.1690 -1.3595 0.080
H -0.9618 -0.5960 3.3241 0.064
C -3.3894 -0.0585 1.1024 -0.066
C -3.5990 -0.0668 -0.4118 -0.592
C -4.4252 -1.3034 -0.8023 -0.057
C -4.3194 1.2070 -0.8666 -0.056
C -2.3050 -0.1738 -1.1717 -0.293
N -1.6149 -0.4804 -2.0676 0.163
H -4.3583 0.0895 1.5882 0.085
H -2.7278 0.7503 1.3926 0.045
H -2.9679 -1.0089 1.4333 0.080
H -5.3770 -1.2860 -0.2625 0.083
H -3.8935 -2.2215 -0.5460 0.088
H -4.6304 -1.3089 -1.8749 0.084
H -5.2577 1.3008 -0.3105 0.085
H -4.5455 1.1584 -1.9351 0.087
H -3.7033 2.0857 -0.6757 0.037
S -1.2521 3.1795 0.3543 0.529
C 0.1938 2.6740 -0.3694 -1.254
N 1.4265 2.8608 0.2172 -0.094
C 2.5596 2.2992 -0.5106 -0.237
C 2.2134 2.3446 -2.0046 -0.422
S 0.4027 2.5333 -2.1332 0.880
H 1.4082 2.6760 1.2112 0.098
H 2.7473 1.2723 -0.2119 0.077
H 3.4496 2.8913 -0.2992 0.110
H 2.4984 1.4144 -2.4874 0.060
H 2.6781 3.1889 -2.5100 0.060
```

Charge   -1
Multiplicity   1
DFT total energy   -2637.11397 Ha

***

The following is a quantum chemistry calculation of 6 unconnected molecules or ions with the total composition C27H65N3O7, from the OMol25 dataset.

The geometry in XYZ format:
```
102
Properties=species:S:1:pos:R:3:lowdin_charge:R:1
C 4.3035 -2.8529 3.8075 -0.088
O 2.8872 -2.6066 3.4761 -0.175
C 2.6846 -1.2187 3.2260 -0.216
C 1.3105 -0.7627 3.7532 -0.191
N 0.9001 -1.2090 5.0757 -0.049
C 1.3917 -0.5309 6.3047 -0.142
C 0.9101 0.9918 6.4918 -0.245
O 1.3573 1.8202 5.4917 -0.201
C 0.4197 2.9332 5.2321 -0.046
H 4.4236 -3.9362 3.8052 0.088
H 4.7536 -2.2510 4.5969 0.078
H 5.1195 -2.5186 3.1668 0.072
H 2.9420 -1.0501 2.1804 0.094
H 3.4204 -0.6456 3.7902 0.107
H 0.6869 -1.0029 2.8921 0.108
H 1.3635 0.3218 3.8489 0.111
H 1.4138 -2.0784 5.0560 0.097
H 2.4809 -0.5665 6.3242 0.104
H 1.1078 -1.0462 7.2223 0.111
H 1.1818 1.3781 7.4741 0.120
H -0.1602 0.7876 6.4621 0.107
H 0.8536 3.6869 4.5749 0.082
H 0.2437 3.4382 6.1818 0.080
H -0.5482 2.6081 4.8505 0.084
C -3.8085 -2.9133 -3.1112 -0.035
C -4.0524 -2.3651 -4.4638 -0.486
C -5.1554 -1.3146 -4.4486 -0.175
C -4.7478 0.0648 -3.9860 -0.181
C -3.5879 0.6540 -4.8677 -0.129
C -2.4009 -0.3567 -5.0439 -0.459
N -2.8518 -1.8005 -5.2620 -0.076
O -1.7383 -2.6237 -5.1788 -0.023
C -1.6086 0.0893 -6.2530 -0.061
C -1.5176 -0.0160 -3.7728 -0.035
C -4.6801 -3.4611 -5.3398 -0.058
H -2.7502 -2.7730 -2.8914 0.079
H -4.0771 -3.9506 -2.9115 0.091
H -4.2945 -2.3465 -2.3170 0.078
H -5.7630 -1.1559 -5.3395 0.122
H -5.8803 -1.6036 -3.6877 0.120
H -4.4158 0.0619 -2.9478 0.103
H -5.6115 0.7101 -4.1460 0.108
H -3.2603 1.5668 -4.3702 0.106
H -4.1446 0.9388 -5.7604 0.109
H -0.7359 -0.5572 -6.3454 0.077
H -2.2472 0.1095 -7.1361 0.083
H -1.2059 1.1003 -6.1921 0.086
H -0.5365 -0.4883 -3.8216 0.073
H -1.3236 1.0329 -3.5486 0.080
H -2.0452 -0.5078 -2.9556 0.054
H -4.5909 -3.1248 -6.3728 0.079
H -5.7255 -3.6280 -5.0800 0.088
H -4.1651 -4.4130 -5.4696 0.078
H -1.5958 -2.9432 -6.0728 0.105
C 4.0192 1.7683 -3.2158 -0.052
C 3.4456 2.0516 -1.8349 -0.490
C 2.8923 0.6939 -1.4088 -0.137
C 2.4998 0.6860 0.0442 -0.194
C 3.6488 1.0908 0.9424 -0.154
C 4.2562 2.4643 0.5870 -0.492
N 4.5465 2.5602 -0.8840 -0.106
O 5.3680 3.5781 -1.3162 -0.007
C 3.2953 3.5013 1.1732 -0.025
C 5.5929 2.5485 1.3038 -0.055
C 2.3846 3.0759 -2.0207 -0.049
H 4.7624 0.9735 -3.1521 0.085
H 4.6186 2.5644 -3.6576 0.079
H 3.2345 1.5388 -3.9366 0.091
H 2.0260 0.5069 -2.0433 0.120
H 3.6482 -0.0770 -1.5583 0.124
H 2.2576 -0.3200 0.3871 0.100
H 1.6155 1.3163 0.1372 0.107
H 4.3442 0.2673 0.7805 0.122
H 3.5194 1.0861 2.0247 0.108
H 3.3966 3.5546 2.2572 0.084
H 3.4182 4.4956 0.7437 0.089
H 2.3000 3.1733 0.8735 0.060
H 6.0621 3.5277 1.2082 0.077
H 5.4837 2.4525 2.3841 0.084
H 6.4011 1.9301 0.9135 0.086
H 1.6187 2.6379 -2.6607 0.079
H 2.7223 3.9537 -2.5717 0.093
H 1.7482 3.4625 -1.2247 0.077
H 6.1668 3.1384 -1.6165 0.104
C -2.7381 -0.9436 4.6279 -0.133
O -1.6232 -0.3600 3.9800 -0.173
H -2.4764 -0.9510 5.6860 0.082
H -3.6182 -0.4858 4.1764 0.080
H -2.7401 -1.9863 4.3101 0.071
H -0.7990 -0.5821 4.4192 0.010
C -1.3678 -0.4595 0.1419 -0.144
O -1.3316 -1.0991 1.4166 -0.135
H -0.4023 -0.5560 -0.3546 0.068
H -2.1606 -0.8003 -0.5240 0.056
H -1.5494 0.6059 0.2838 0.080
H -2.0393 -0.7533 1.9654 0.044
C -5.8388 -2.0893 2.0072 -0.157
O -4.9279 -2.4126 0.9555 -0.127
H -6.6733 -2.7785 1.8781 0.066
H -5.4615 -2.2946 3.0090 0.073
H -6.3490 -1.1391 1.8499 0.076
H -4.1258 -2.7918 1.3221 0.066
```

Multiplicity   1
SMILES   CC1(C)CCCC(C)(C)N1O.CC1(C)CCCC(C)(C)N1O.COCCNCCOC.CO.CO.CO
DFT total energy   -1758.35529 Ha

***

The following is a quantum chemistry calculation of 2 unconnected molecules or ions with the total composition C7H7F2O2PS, from the OMol25 dataset.

The geometry in XYZ format:
```
20
Properties=species:S:1:pos:R:3:lowdin_charge:R:1
C 0.7895 -1.6266 -1.4827 -0.070
C 0.9533 -2.0934 -0.2011 -0.070
C 0.4433 -0.2910 -1.6153 -0.099
C 0.9001 -1.2772 0.9301 -0.033
C 0.4632 0.5451 -0.5449 -0.141
C 0.6496 0.0774 0.7087 -0.398
C -1.0375 5.2832 1.5443 -0.731
O -0.6726 1.4635 2.3376 -0.373
O 1.4527 0.4404 3.0973 -0.469
F -0.1894 6.2855 1.6696 0.059
F -2.0901 5.5303 2.3800 0.003
P -0.9305 3.9302 0.5989 0.952
S 0.9419 1.2586 2.0112 0.895
H 0.8527 -2.2210 -2.3961 0.113
H 1.2488 -3.0158 -0.0125 0.057
H 0.1218 0.0869 -2.6691 0.143
H 1.2785 -1.5241 1.9693 0.132
H 0.1544 1.6564 -0.6148 0.076
H -0.7647 1.4464 3.3331 0.095
H -2.1330 3.6412 1.0409 -0.141
```

Multiplicity   1
DFT total energy   -1360.57382 Ha

***

The following is a quantum chemistry calculation of 2 unconnected molecules or ions with the total composition C2H7NSi, from the OMol25 dataset.

The geometry in XYZ format:
```
11
Properties=species:S:1:pos:R:3:lowdin_charge:R:1
C 2.2291 -0.3702 0.6263 -0.219
C -1.7141 1.0254 -0.1645 -0.397
N 1.7488 -1.4421 1.0833 -0.021
Si -0.7859 -0.2294 -1.4410 0.692
H 2.5223 0.3973 1.4256 0.076
H 2.2259 -0.0195 -0.4712 0.045
H -2.1953 0.6090 0.7325 0.004
H -0.8528 1.7136 0.1106 -0.005
H -2.5406 1.5228 -0.6529 -0.016
H 1.3740 -2.1719 0.4004 0.054
H -2.0114 -1.0350 -1.6491 -0.213
```

Multiplicity   1
DFT total energy   -424.51600 Ha

***

The following is a quantum chemistry calculation of C6H9ClN2O3S in the gas phase, from the OMol25 dataset.

The geometry in XYZ format:
```
22
Properties=species:S:1:pos:R:3:lowdin_charge:R:1
C -1.5988 -0.3441 0.8190 -0.417
C -1.3255 -1.3103 -0.2528 -0.328
C -1.0150 0.9688 0.5646 -0.113
C 0.5149 0.7786 0.8277 -0.109
C 1.0757 -0.3600 -0.0776 -0.229
C 0.3197 -1.6468 -0.0401 -0.804
N -2.1549 -0.7599 1.8613 0.176
N 0.5558 -1.8523 -2.7084 -0.008
O -1.9331 -1.6153 -1.1974 0.178
O 2.4554 -2.3318 -1.1442 -0.267
O 0.6334 -3.9867 -1.3045 -0.302
S 1.0907 -2.6050 -1.3202 0.564
Cl 0.4269 -2.5274 1.4529 0.798
H -1.2486 1.2505 -0.4562 0.131
H -1.4319 1.7567 1.1235 0.106
H 0.9901 1.6829 0.4147 0.122
H 0.6704 0.7413 1.8327 0.081
H 1.2527 -0.0354 -1.1360 0.137
H 2.0440 -0.5644 0.1802 0.075
H -2.3416 0.0618 2.5486 0.113
H -0.1328 -2.2205 -3.3062 0.076
H 1.3606 -1.6065 -3.1305 0.020
```

Multiplicity   1
SMILES   [H]/N=C1\CCC[C@](Cl)(S(N)(=O)=O)C1=O
DFT total energy   -1427.56247 Ha

***

The following LUMO energy values (in eV) correspond, in order, to the records above: 2.812 0.677 0.270 -0.831 0.424.